ORCA calculation (ωB97M-V/def2-TZVPD) on a molecular structure, C29H32BrN2O8PS2Sc.

Geometry as XYZ:
```
76
Properties=species:S:1:pos:R:3:forces:R:3:mulliken_charge:R:1
Sc 0.1551 1.4936 0.4738 -0.15 0.11 -0.12 0.27
N 0.6350 2.7230 2.3425 0.00 0.01 0.06 0.06
C -0.4085 3.0159 3.3301 0.00 0.00 -0.02 -0.57
C -1.6530 3.6034 2.6704 0.01 -0.01 0.00 -0.72
C -2.4455 2.5709 1.8779 -0.01 -0.01 -0.01 0.41
O -3.6470 2.4439 2.0442 -0.01 0.00 -0.01 -0.69
O -1.7435 1.8640 1.0461 0.07 0.01 0.01 -0.20
H 1.4260 2.2288 2.7588 0.02 0.01 0.00 0.24
H 0.9979 3.5858 1.9258 0.00 0.00 -0.01 0.26
H -0.0415 3.7109 4.0926 0.00 0.00 0.00 0.39
H -0.6659 2.0832 3.8386 0.00 0.00 0.00 0.31
H -1.3466 4.4005 1.9853 -0.01 0.01 0.00 0.25
H -2.3147 4.0339 3.4206 0.00 0.00 0.00 0.34
O 1.9938 -1.4246 1.1451 -0.01 -0.01 0.03 -0.39
C 1.0331 -1.1419 1.9711 0.04 -0.01 0.02 -0.03
O 0.2083 -0.2590 1.7750 0.00 -0.04 -0.03 -0.31
C 0.9714 -1.9739 3.2376 0.00 -0.02 -0.02 0.40
N 2.1473 -2.8509 3.3113 0.00 0.00 0.00 -0.50
C 1.7060 -4.2132 3.6404 0.00 0.00 0.00 -0.76
C 0.3420 -4.2928 2.9714 0.00 -0.01 -0.01 -0.34
C -0.2561 -2.9114 3.2423 0.01 0.00 -0.01 -0.54
H 0.9247 -1.2534 4.0566 0.00 0.00 0.00 0.39
H 2.8499 -2.4916 3.9422 0.00 0.00 0.00 0.21
H 2.4692 -2.1797 1.5704 0.00 -0.01 -0.01 0.54
H 1.6118 -4.3594 4.7242 0.00 0.00 0.00 0.32
H 2.4164 -4.9456 3.2563 0.00 0.00 0.00 0.38
H -0.2726 -5.1011 3.3656 0.00 0.00 0.00 0.45
H 0.4560 -4.4388 1.8969 0.00 0.01 -0.02 -0.06
H -0.7302 -2.8810 4.2241 -0.01 0.00 -0.01 0.38
H -0.9917 -2.6167 2.4953 -0.02 0.01 0.00 0.14
Br 2.0719 7.0663 -1.6702 0.00 0.00 0.00 -0.19
C 2.5374 5.4025 -2.4593 0.00 0.00 0.00 0.01
C 3.2842 5.4517 -3.6279 0.00 0.00 0.01 -0.48
C 3.6315 4.2753 -4.2717 0.00 0.00 0.00 -0.38
C 3.2154 3.0555 -3.7579 0.00 0.00 0.00 -0.97
C 2.4523 3.0209 -2.6036 0.00 -0.01 0.00 -0.33
C 2.1114 4.1918 -1.9274 0.00 -0.01 0.00 0.69
C 1.3399 4.0483 -0.6346 0.01 0.02 0.00 0.68
O 1.6549 4.7099 0.3469 -0.01 0.00 0.00 -0.74
O 0.4016 3.1674 -0.6740 -0.02 -0.08 0.05 -0.67
H 3.5847 6.4109 -4.0264 0.00 0.00 0.00 0.38
H 4.2200 4.3171 -5.1797 0.00 0.00 0.00 0.36
H 3.4741 2.1317 -4.2588 0.00 0.00 0.00 0.41
H 2.1120 2.0774 -2.1973 0.00 0.00 0.00 0.47
S 0.0499 -3.3034 -0.6973 0.02 -0.01 0.01 -0.67
P -1.0908 -1.8780 -1.4485 0.02 0.04 -0.03 1.29
S -0.3766 0.0122 -1.6691 -0.02 -0.04 0.02 -0.38
C -2.6875 -1.8680 -0.5658 0.02 0.00 0.03 0.24
C -3.3795 -3.0760 -0.4555 -0.01 -0.02 0.01 -0.70
C -4.5768 -3.1280 0.2352 -0.01 0.01 0.00 -0.61
C -5.0847 -1.9799 0.8393 0.00 -0.01 0.01 -0.39
C -4.3985 -0.7820 0.7363 0.02 0.01 0.01 -0.61
C -3.2061 -0.7245 0.0194 -0.02 0.00 0.00 0.04
C -1.6181 -2.3163 -3.1472 0.00 0.00 -0.01 0.28
C -1.1437 -3.4577 -3.7756 0.00 -0.01 0.00 -0.34
C -1.5685 -3.7752 -5.0610 0.00 0.00 0.00 -0.55
C -2.4735 -2.9558 -5.7164 0.00 0.00 0.00 -0.35
C -2.9541 -1.8124 -5.0874 0.00 0.00 -0.01 -0.64
C -2.5264 -1.4925 -3.8102 0.00 0.00 0.01 -0.58
H -2.9665 -3.9736 -0.9010 0.01 0.01 0.00 0.34
H -5.1125 -4.0665 0.3142 0.00 0.00 0.00 0.38
H -6.0146 -2.0285 1.3936 0.00 0.00 0.00 0.38
H -4.7562 0.1205 1.2162 -0.02 0.02 -0.01 0.49
H -2.6840 0.2177 -0.0536 0.00 0.01 -0.01 0.07
H -0.4412 -4.0895 -3.2459 0.00 0.00 0.00 0.30
H -1.1904 -4.6658 -5.5483 0.00 0.00 0.00 0.38
H -2.8060 -3.2037 -6.7172 0.00 0.00 0.00 0.36
H -3.6603 -1.1684 -5.5965 0.00 0.00 0.00 0.37
H -2.8880 -0.5957 -3.3211 0.00 0.00 0.00 0.36
C 4.5558 1.1597 0.6578 -0.01 -0.05 0.00 -1.45
C 3.1794 1.1742 1.2860 0.02 0.18 0.00 0.80
O 3.0410 1.0427 2.5077 -0.01 -0.08 0.00 -0.75
O 2.2181 1.3631 0.4557 0.10 -0.01 0.02 0.14
H 5.3160 0.9165 1.3959 0.00 0.00 0.00 0.37
H 4.7557 2.1442 0.2313 -0.01 -0.01 0.00 0.29
H 4.5701 0.4408 -0.1614 0.01 -0.01 0.00 0.28
```
Forces are in eV/Å.

Output
**ΔE to the lowest compared entry with this formula, charge and spin**: 14.8 kJ/mol
**E_HOMO**: -5.4 eV
**Energy**: -6308.687756 hartree
**Total charge**: -1


ORCA calculation (ωB97M-V/def2-TZVPD) on a molecular structure, C29H32ClCuN5O2.

Geometry as XYZ:
```
70
Properties=species:S:1:pos:R:3:forces:R:3:mulliken_charge:R:1
Cu 0.1319 -0.0412 0.2240 0.02 0.14 0.02 -0.31
C 4.5607 5.4357 0.1460 -0.03 -0.03 0.00 -1.59
C 3.3606 4.5281 0.1256 0.03 0.05 0.01 -0.08
C 2.1166 4.9353 0.5313 0.01 0.01 0.01 -0.93
C 0.9679 4.1058 0.4509 -0.02 0.04 0.05 0.74
C -0.2395 4.7562 0.8159 0.03 0.00 0.00 -0.31
N -1.4727 4.5437 0.4466 -0.05 -0.02 -0.04 -0.01
C -1.9568 3.6727 -0.6246 -0.03 0.01 0.01 0.81
C -3.4764 3.7232 -0.7179 0.02 -0.03 0.01 -0.74
C -3.9842 2.7712 -1.7985 0.01 -0.03 -0.01 -0.98
N -3.6025 1.4007 -1.4791 -0.01 0.07 0.03 0.19
C -4.3898 0.3787 -1.3464 -0.01 0.00 -0.05 -0.01
C -3.9314 -0.9044 -0.9485 -0.03 0.00 -0.02 0.11
C -4.8563 -1.9671 -0.9167 -0.02 0.03 -0.02 -0.71
C -4.5015 -3.2420 -0.5433 -0.02 -0.04 0.00 -0.11
C -5.4894 -4.3769 -0.4989 0.04 0.03 0.01 -1.61
C -3.1622 -3.4351 -0.1923 -0.03 -0.05 0.01 -0.60
C -2.2061 -2.4270 -0.1877 0.08 -0.01 0.02 0.65
C -0.8550 -2.7977 0.1977 -0.04 -0.02 -0.03 -0.16
N 0.1435 -2.0137 0.3200 0.03 -0.07 0.03 0.68
C 1.4388 -2.5479 0.7450 0.00 0.01 -0.04 -0.83
C 2.5002 -2.4531 -0.3602 -0.02 0.01 0.01 -0.70
C 2.3002 -1.3038 -1.3459 0.03 0.01 0.04 -0.91
N 1.9278 -0.0458 -0.6951 -0.03 -0.08 -0.02 0.00
C 2.6794 0.9727 -0.8315 0.01 0.03 0.02 0.20
C 2.4013 2.3141 -0.3378 0.06 -0.05 -0.04 0.39
C 3.4573 3.2095 -0.3349 0.04 0.00 -0.01 -0.54
C 1.1001 2.7232 0.0941 -0.05 -0.06 -0.01 0.78
O 0.1122 1.9160 0.2174 0.01 0.01 -0.01 -0.50
C -2.5665 -1.1037 -0.5737 0.04 0.02 0.00 1.51
O -1.7333 -0.1178 -0.5935 -0.01 -0.02 0.09 -1.56
H 4.3470 6.3573 0.6841 0.00 0.00 0.00 0.38
H 4.8644 5.7035 -0.8670 0.00 -0.01 0.00 0.34
H 5.4112 4.9537 0.6279 -0.01 0.00 0.00 0.39
H 1.9885 5.9507 0.8926 -0.01 -0.01 0.00 0.37
H -0.1329 5.6183 1.4683 0.01 0.00 -0.01 0.50
H -2.1607 5.1684 0.8471 0.00 -0.01 0.00 0.36
H -1.5940 2.6694 -0.4138 0.01 0.02 0.01 -1.00
H -1.4956 4.0042 -1.5595 0.01 0.01 0.00 0.25
H -3.8207 4.7312 -0.9591 0.01 0.01 -0.01 0.47
H -3.9150 3.4399 0.2427 -0.01 0.02 0.00 0.37
H -3.5514 3.0319 -2.7662 -0.01 0.00 -0.02 0.33
H -5.0673 2.8267 -1.8904 -0.01 -0.01 0.02 0.46
H -2.6201 1.1734 -1.2658 -0.02 -0.03 0.02 0.12
H -5.4464 0.5260 -1.5557 0.00 0.00 0.01 0.45
H -5.8826 -1.7633 -1.2057 0.01 0.00 0.00 0.39
H -6.3986 -4.1282 -1.0428 0.00 0.00 0.00 0.39
H -5.7688 -4.6112 0.5293 0.00 0.00 0.00 0.33
H -5.0701 -5.2803 -0.9408 0.00 0.00 -0.01 0.38
H -2.8467 -4.4343 0.0942 0.00 0.01 0.00 0.47
H -0.7042 -3.8591 0.4091 -0.01 -0.01 -0.01 0.34
H 1.3373 -3.5833 1.0759 -0.02 0.00 0.01 0.49
H 1.7513 -1.9602 1.6099 -0.01 0.02 0.00 0.21
H 2.5107 -3.3736 -0.9454 0.00 -0.01 0.01 0.36
H 3.4779 -2.3711 0.1166 0.00 -0.01 -0.01 0.34
H 1.4897 -1.5511 -2.0339 -0.02 0.01 0.00 0.29
H 3.2070 -1.1750 -1.9411 0.00 0.03 -0.01 0.52
H 3.6201 0.8600 -1.3767 0.00 0.01 0.01 0.36
H 4.4240 2.8566 -0.6831 -0.01 0.00 -0.01 0.47
Cl -2.5488 -1.2641 5.1576 -0.01 0.00 0.00 -0.19
C -1.1853 -0.5186 4.4209 -0.03 -0.01 0.01 -0.17
C -0.1952 0.0782 5.1825 0.02 0.02 0.05 -0.15
C 0.8737 0.6665 4.5261 0.00 0.01 0.00 -0.95
C 0.9123 0.6344 3.1439 -0.05 0.01 -0.01 -0.29
N -0.0413 0.0475 2.4145 0.03 -0.02 -0.06 0.32
C -1.0722 -0.5180 3.0410 0.02 0.00 -0.06 -0.47
H -0.2633 0.0795 6.2620 0.00 0.00 0.00 0.46
H 1.6693 1.1418 5.0822 0.00 0.00 0.00 0.45
H 1.7285 1.0913 2.5961 0.00 -0.01 0.00 0.46
H -1.8343 -0.9868 2.4290 0.01 0.00 0.00 0.51
```
Forces are in eV/Å.

Output
**ΔE to the lowest compared entry with this formula, charge and spin**: 0.0 kJ/mol
**E_HOMO (alpha / beta)**: -13.4 / -13.3 eV
**Energy**: -3648.785032 hartree
**Total charge**: +2
**<S²>**: 0.75
**Spin multiplicity**: 2


ORCA calculation (ωB97M-V/def2-TZVPD) on 3 unconnected molecules or ions with the total composition C29H32F2O6Si.

Geometry as XYZ:
```
70
Properties=species:S:1:pos:R:3:forces:R:3:mulliken_charge:R:1
C 1.5206 -0.0466 1.7143 -0.30 -0.09 -0.41 -0.97
Si 0.9390 0.6704 0.0767 0.11 -0.06 0.38 0.18
C 0.8535 2.5304 0.2535 0.23 -0.24 -0.04 -1.06
C -0.7623 -0.0871 -0.2813 0.34 0.35 -0.29 -0.49
C -1.7298 0.8555 -0.9982 -0.09 0.00 0.05 -0.99
C -3.2073 0.7034 -0.6548 -0.13 0.03 0.06 1.26
F -3.4007 0.4193 0.6646 -0.01 0.12 -0.05 -0.31
F -3.7913 1.9531 -0.8282 0.05 -0.18 -0.01 -0.37
C -3.9953 -0.2622 -1.5273 0.04 0.00 -0.06 0.28
C -4.4576 0.2511 -2.7362 -0.08 -0.11 -0.13 -0.80
C -5.2122 -0.5152 -3.6102 0.03 -0.06 0.09 -0.72
C -5.5396 -1.8182 -3.2793 0.13 0.04 0.06 -0.79
C -5.0992 -2.3395 -2.0725 0.05 0.10 -0.17 0.48
C -4.3030 -1.5848 -1.2030 -0.08 0.09 0.03 0.47
C -3.8303 -2.2975 0.0245 0.10 0.00 0.05 0.36
O -2.7431 -2.1316 0.5224 -0.16 -0.11 0.03 -0.45
C -4.7484 -3.3381 0.5632 -0.15 -0.11 -0.10 -0.79
C -5.5349 -4.0307 -0.2574 0.15 0.10 0.22 -0.54
C -5.5122 -3.7244 -1.7050 -0.05 -0.08 -0.11 0.21
O -5.8235 -4.5451 -2.5398 -0.15 0.04 0.06 -0.57
C 2.1785 0.1703 -1.2489 -0.20 -0.05 -0.12 0.90
C 2.1248 -1.1091 -1.8092 0.08 0.03 0.01 -0.50
C 3.0669 -1.5337 -2.7323 0.05 0.02 -0.06 -0.73
C 4.0894 -0.6806 -3.1211 0.01 0.06 0.04 -0.46
C 4.1614 0.5931 -2.5798 -0.02 -0.02 -0.03 -0.68
C 3.2121 1.0106 -1.6590 -0.03 -0.03 0.03 -0.29
H 0.6756 -0.0709 2.4023 0.03 0.07 0.17 0.40
H 2.3326 0.5261 2.1532 0.11 0.02 0.04 0.33
H 1.8548 -1.0711 1.5509 0.11 -0.06 0.09 0.12
H 0.4443 3.0608 -0.6034 -0.08 0.05 -0.04 0.45
H 1.8697 2.8921 0.4192 0.05 0.10 0.03 0.40
H 0.2944 2.7677 1.1566 -0.13 0.12 -0.01 0.16
H -0.6048 -0.9705 -0.8983 -0.15 -0.24 0.17 0.44
H -1.1697 -0.4082 0.6725 -0.03 -0.04 0.00 0.40
H -1.6555 0.7229 -2.0768 0.08 0.12 -0.10 0.26
H -1.5068 1.9012 -0.7928 0.02 0.07 0.10 0.41
H -4.2381 1.2759 -2.9924 0.03 0.08 0.03 0.49
H -5.5614 -0.0906 -4.5399 0.01 0.06 -0.05 0.41
H -6.1340 -2.4348 -3.9364 -0.04 -0.07 -0.02 0.51
H -4.6571 -3.5628 1.6160 0.07 -0.04 0.07 0.43
H -6.1454 -4.8575 0.0760 0.01 -0.11 -0.05 0.42
H 1.3449 -1.8007 -1.5156 -0.07 -0.03 0.04 0.24
H 3.0053 -2.5260 -3.1585 -0.03 -0.08 -0.02 0.43
H 4.8286 -1.0012 -3.8416 0.04 -0.05 -0.06 0.40
H 4.9578 1.2602 -2.8781 0.05 0.06 -0.01 0.40
H 3.2831 2.0072 -1.2437 0.03 0.08 0.00 0.27
O 0.6717 3.4818 3.6492 -0.02 -0.03 0.00 -0.54
C 0.3258 4.6231 3.5866 0.06 0.01 0.10 0.58
C 0.4503 5.7032 4.6462 -0.21 0.11 -0.08 -0.51
C -0.5171 6.7794 4.1553 0.05 -0.09 0.04 -0.49
C -0.4910 6.5514 2.6471 0.00 0.05 0.02 -0.45
O -0.2613 5.1430 2.4822 -0.04 0.02 -0.07 -0.30
H 1.4856 6.0481 4.6526 0.03 -0.01 0.03 0.26
H 0.2078 5.2976 5.6239 0.09 -0.04 0.02 0.30
H -0.2411 7.7938 4.4345 0.04 0.00 -0.03 0.32
H -1.5178 6.5809 4.5405 -0.01 0.01 0.00 0.26
H 0.3258 7.0898 2.1614 0.01 0.02 0.01 0.27
H -1.4243 6.8014 2.1494 -0.01 -0.04 -0.02 0.30
O 4.6414 -1.4333 0.3694 0.08 0.10 0.10 -0.54
C 4.5790 -2.6191 0.4679 0.00 0.00 -0.14 0.57
C 5.4682 -3.6669 -0.1769 -0.18 -0.16 -0.01 -0.46
C 4.6456 -4.9474 -0.0408 0.04 0.10 -0.03 -0.46
C 3.8286 -4.6568 1.2147 0.02 -0.04 -0.01 -0.51
O 3.6262 -3.2358 1.2137 -0.06 -0.04 0.05 -0.34
H 6.4008 -3.7104 0.3882 0.04 0.01 -0.02 0.30
H 5.6884 -3.3855 -1.2027 0.07 0.08 0.02 0.25
H 5.2373 -5.8567 0.0400 0.02 0.01 0.04 0.33
H 3.9784 -5.0503 -0.8975 -0.01 -0.01 0.00 0.26
H 4.3645 -4.9268 2.1275 0.02 -0.01 -0.01 0.27
H 2.8533 -5.1370 1.2229 -0.03 0.04 0.01 0.33
```
Forces are in eV/Å.

Output
**ΔE to the lowest compared entry with this formula, charge and spin**: 0.0 kJ/mol
**E_HOMO**: -8.7 eV
**Energy**: -2064.981280 hartree
**SMILES**: C[Si](C)(CCC(F)(F)c1cccc2c1C(=O)C=CC2=O)c1ccccc1.O=C1CCCO1.O=C1CCCO1